Record 1
A cluster of 12 separate species, C148H92O26 in total in a non-equilibrium geometry. Source: the OMol25 dataset; level of theory: the ωB97M-V functional and the def2-TZVPD basis.

Results
HOMO level, hartree: -0.3396
Frontier orbital gap, eV: 7.83
Structure (SMILES): O=C1c2ccccc2C(=O)c2ccccc21.O=C1c2ccccc2C(=O)c2ccccc21.O=C1c2ccccc2C(=O)c2ccccc21.O=C1c2ccccc2C(=O)c2ccccc21.O=C1c2ccccc2C(=O)c2ccccc21.O=C1c2ccccc2C(=O)c2ccccc21.O=C1c2ccccc2C(=O)c2ccccc21.O=C1c2ccccc2C(=O)c2ccccc21.O=C1c2ccccc2C(=O)c2ccccc21.O=C1c2ccccc2C(=O)c2ccccc21.C[C@H]1COC(=O)O1.C[C@H]1COC(=O)O1
E_LUMO, eV: -1.42

Geometry (Å):
C 32.151 28.358 27.444
C 31.040 27.544 27.156
C 31.329 26.362 26.433
C 32.649 26.051 26.032
C 33.798 26.861 26.451
C 33.477 28.058 27.080
C 35.133 26.512 26.057
O 36.084 27.112 26.532
C 35.335 25.348 25.120
C 36.593 24.848 24.723
C 36.750 23.712 23.927
C 35.643 22.953 23.637
C 34.370 23.411 23.991
C 34.177 24.564 24.742
C 32.790 24.865 25.210
O 31.909 24.048 24.980
H 31.855 29.176 28.084
H 30.023 27.826 27.383
H 30.543 25.688 26.127
H 34.166 28.856 27.317
H 37.480 25.447 24.869
H 37.722 23.529 23.493
H 35.800 22.005 23.145
H 33.522 22.787 23.750
C 32.620 26.169 18.410
C 32.535 26.084 16.987
C 31.411 25.921 16.223
C 30.176 25.979 16.935
C 30.165 26.102 18.359
C 31.396 26.209 19.069
C 28.862 26.128 19.114
O 28.866 26.377 20.319
C 27.687 25.721 18.342
C 26.483 25.512 19.072
C 25.270 25.208 18.449
C 25.269 25.086 17.067
C 26.398 25.237 16.313
C 27.556 25.622 16.956
C 28.890 25.835 16.142
O 28.780 25.950 14.910
H 33.523 26.458 18.927
H 33.454 26.106 16.419
H 31.406 25.679 15.171
H 31.398 26.327 20.143
H 26.397 25.612 20.144
H 24.291 25.066 18.882
H 24.327 24.821 16.609
H 26.356 25.142 15.238
C 26.106 18.409 20.059
C 25.699 18.476 18.759
C 25.400 17.282 18.073
C 25.794 16.062 18.633
C 26.213 16.003 20.003
C 26.415 17.164 20.652
C 26.637 14.716 20.644
O 27.045 14.614 21.794
C 26.872 13.523 19.681
C 27.671 12.469 20.111
C 27.800 11.334 19.234
C 27.373 11.406 17.906
C 26.527 12.427 17.527
C 26.370 13.558 18.330
C 25.767 14.771 17.770
O 25.162 14.759 16.707
H 26.063 19.311 20.652
H 25.544 19.390 18.205
H 25.168 17.369 17.021
H 26.657 17.080 21.701
H 28.088 12.388 21.104
H 28.311 10.475 19.643
H 27.512 10.523 17.300
H 26.301 12.498 16.473
C 17.519 21.837 13.295
C 17.283 21.555 11.956
C 18.064 20.711 11.237
C 19.286 20.225 11.772
C 19.558 20.492 13.141
C 18.667 21.282 13.865
C 20.810 20.014 13.804
O 21.021 20.093 15.046
C 21.892 19.534 12.866
C 23.239 19.425 13.349
C 24.190 18.818 12.563
C 23.928 18.416 11.264
C 22.681 18.807 10.752
C 21.620 19.294 11.532
C 20.323 19.546 10.911
O 20.061 19.350 9.745
H 16.761 22.219 13.963
H 16.344 21.845 11.508
H 17.904 20.492 10.191
H 19.001 21.525 14.863
H 23.560 19.843 14.292
H 25.182 18.750 12.983
H 24.817 18.174 10.700
H 22.428 18.643 9.715
C 35.944 22.952 15.045
C 34.947 23.431 15.826
C 35.065 23.468 17.254
C 36.186 23.050 17.876
C 37.171 22.369 17.093
C 37.013 22.295 15.704
C 38.504 21.918 17.683
O 39.305 21.306 17.009
C 38.915 22.510 18.973
C 40.246 22.468 19.437
C 40.595 23.048 20.697
C 39.611 23.676 21.472
C 38.329 23.903 20.922
C 37.974 23.272 19.713
C 36.478 23.441 19.306
O 35.508 23.850 19.954
H 35.917 23.000 13.966
H 33.975 23.824 15.567
H 34.222 23.843 17.815
H 37.790 21.975 15.025
H 40.957 21.967 18.797
H 41.561 22.915 21.161
H 39.753 23.860 22.526
H 37.628 24.362 21.604
C 27.821 17.422 13.411
C 27.373 17.314 14.723
C 28.178 17.568 15.809
C 29.546 17.957 15.634
C 30.080 17.881 14.314
C 29.211 17.717 13.265
C 31.572 18.003 14.165
O 32.188 17.736 13.134
C 32.296 18.698 15.349
C 33.549 19.278 15.164
C 34.144 20.028 16.191
C 33.645 20.068 17.506
C 32.402 19.469 17.688
C 31.722 18.914 16.652
C 30.353 18.321 16.900
O 29.841 18.164 18.033
H 27.211 17.050 12.602
H 26.354 17.030 14.939
H 27.731 17.415 16.780
H 29.693 17.868 12.311
H 33.995 19.162 14.187
H 35.111 20.480 16.031
H 34.093 20.432 18.419
H 31.841 19.592 18.603
C 23.548 25.067 21.545
C 24.348 26.180 21.794
C 25.527 26.003 22.506
C 25.854 24.787 23.045
C 24.998 23.694 22.923
C 23.818 23.830 22.184
C 25.215 22.389 23.622
O 24.415 21.515 23.440
C 26.479 22.224 24.369
C 26.820 21.052 25.026
C 27.984 20.863 25.765
C 28.858 21.949 25.848
C 28.532 23.244 25.371
C 27.385 23.342 24.525
C 27.062 24.729 23.961
O 27.682 25.686 24.272
H 22.679 25.112 20.905
H 24.117 27.087 21.255
H 26.108 26.888 22.718
H 23.097 23.025 22.208
H 26.188 20.188 24.884
H 28.275 19.937 26.238
H 29.823 21.781 26.302
H 29.321 23.947 25.593
C 36.038 27.163 21.135
C 36.413 28.494 21.244
C 35.553 29.386 21.974
C 34.299 29.021 22.444
C 33.882 27.718 22.143
C 34.763 26.757 21.575
C 32.464 27.222 22.419
O 32.257 25.999 22.276
C 31.458 28.263 22.870
C 30.088 27.946 22.829
C 29.222 28.953 23.305
C 29.670 30.198 23.835
C 31.020 30.531 23.820
C 31.949 29.583 23.269
C 33.412 29.932 23.247
O 33.875 30.958 23.753
H 36.628 26.419 20.622
H 37.347 28.865 20.849
H 35.828 30.422 22.102
H 34.411 25.759 21.359
H 29.669 26.990 22.554
H 28.149 28.830 23.300
H 28.913 30.731 24.391
H 31.412 31.425 24.281
C 28.351 21.448 14.757
C 27.065 21.226 15.255
C 26.809 21.502 16.603
C 27.857 21.935 17.460
C 29.146 22.005 17.007
C 29.403 21.690 15.640
C 30.337 22.328 17.907
O 31.479 22.320 17.424
C 29.921 22.708 19.291
C 30.959 23.160 20.100
C 30.821 23.376 21.479
C 29.551 23.195 21.968
C 28.484 22.948 21.131
C 28.608 22.594 19.765
C 27.508 22.147 18.909
O 26.442 21.766 19.393
H 28.585 21.251 13.721
H 26.292 20.994 14.536
H 25.754 21.420 16.817
H 30.415 21.799 15.276
H 31.941 23.354 19.694
H 31.650 23.805 22.022
H 29.431 23.368 23.028
H 27.486 22.916 21.542
C 22.190 22.208 19.074
C 22.230 22.630 17.722
C 21.142 23.090 17.054
C 19.885 23.013 17.735
C 19.810 22.592 19.070
C 20.991 22.216 19.736
C 18.511 22.570 19.811
O 18.479 22.536 21.059
C 17.238 22.813 19.005
C 16.005 22.662 19.603
C 14.817 22.721 18.833
C 14.845 22.923 17.409
C 16.125 23.096 16.844
C 17.294 23.085 17.615
C 18.616 23.364 16.945
O 18.731 23.842 15.816
H 23.089 21.857 19.558
H 23.122 22.565 17.116
H 21.257 23.526 16.073
H 21.111 21.982 20.784
H 16.080 22.625 20.680
H 13.854 22.649 19.315
H 13.915 22.903 16.861
H 16.165 23.254 15.777
C 27.097 23.744 12.490
C 26.609 22.986 11.226
C 27.489 23.131 10.081
O 27.491 21.858 9.559
C 27.272 21.051 10.577
O 27.469 19.842 10.635
O 26.717 21.663 11.524
H 26.990 24.803 12.257
H 28.166 23.633 12.675
H 26.546 23.437 13.379
H 25.586 23.321 11.053
H 28.473 23.529 10.332
H 27.038 23.815 9.361
C 31.362 20.803 11.330
C 31.358 21.904 12.386
C 32.781 22.356 12.874
O 32.689 23.744 12.882
C 31.642 24.174 12.324
O 31.272 25.294 12.165
O 30.944 23.093 11.837
H 32.098 20.789 10.526
H 30.406 20.636 10.833
H 31.579 19.804 11.708
H 30.741 21.728 13.267
H 33.523 22.025 12.147
H 32.910 21.950 13.877

Record 2
A structure of composition C14H10BF4N2O3W in a non-equilibrium geometry. Source: the OMol25 dataset; level of theory: the ωB97M-V functional and the def2-TZVPD basis.

Results
HOMO level, hartree: -0.4251
Charge: +1
Frontier orbital gap, eV: 5.30
E_LUMO, eV: -6.26

Geometry (Å):
W 1.115 -1.428 0.126
O -2.391 -2.400 2.220
C -3.071 -1.256 2.238
C -4.246 -1.084 2.974
C -4.933 0.111 2.929
C -4.472 1.167 2.135
C -3.311 1.027 1.405
C -2.591 -0.171 1.450
C -1.351 -0.316 0.728
O -0.567 -1.356 0.908
N -0.936 0.583 -0.144
N 0.252 0.222 -0.689
C 0.742 1.090 -1.604
C 1.968 0.892 -2.270
C 2.405 1.788 -3.273
C 3.547 1.540 -3.993
C 4.302 0.387 -3.759
C 3.937 -0.493 -2.757
C 2.805 -0.242 -1.989
O 2.415 -1.058 -1.003
H -2.802 -3.079 2.777
H -4.609 -1.904 3.578
H -5.840 0.227 3.504
H -5.031 2.089 2.097
H -2.923 1.829 0.800
H 0.133 1.956 -1.829
H 1.803 2.658 -3.481
H 3.855 2.228 -4.763
H 5.165 0.172 -4.370
H 4.513 -1.384 -2.558
F 1.471 -2.949 1.064
B 2.058 -0.323 1.742
F 2.084 0.954 1.268
F 3.257 -0.952 1.743
F 1.246 -0.525 2.796

Record 3
A structure of composition C14H10Cl2NO3PtS3 in a non-equilibrium geometry. Source: the OMol25 dataset; level of theory: the ωB97M-V functional and the def2-TZVPD basis.

Results
HOMO level (spin up / spin down), hartree: -0.4567 / -0.4567
Charge: +1
Frontier orbital gap (spin up / spin down), eV: 6.08 / 6.08
E_LUMO (spin up / spin down), eV: -6.34 / -6.35

Geometry (Å):
Pt -0.483 -1.895 -0.718
S 1.648 -2.335 -0.788
C 2.244 -2.467 0.797
C 3.626 -2.520 1.079
C 4.009 -2.704 2.375
C 3.053 -2.828 3.419
C 1.716 -2.737 3.162
C 1.307 -2.549 1.822
S -0.313 -2.304 1.411
H 4.355 -2.427 0.285
H 5.063 -2.751 2.611
H 3.391 -2.984 4.434
H 0.980 -2.811 3.951
Cl -5.132 -3.297 -0.964
C -4.119 -1.926 -1.234
Cl -2.543 -2.462 -2.059
H -3.834 -1.451 -0.307
H -4.557 -1.230 -1.936
O 0.784 0.662 0.903
C 0.151 0.978 -0.069
N -0.388 0.081 -1.022
S -1.562 0.831 -1.980
O -2.865 0.537 -1.443
O -1.297 0.557 -3.356
C -1.079 2.435 -1.517
C -1.482 3.619 -2.100
C -0.933 4.783 -1.577
C -0.019 4.743 -0.525
C 0.375 3.536 0.039
C -0.171 2.376 -0.478
H -2.190 3.643 -2.917
H -1.218 5.738 -1.999
H 0.394 5.669 -0.149
H 1.090 3.491 0.849

Record 4
The molecule C14H10ClN3O5 in a non-equilibrium geometry. Source: the OMol25 dataset; level of theory: the ωB97M-V functional and the def2-TZVPD basis.

Results
HOMO level, hartree: -0.3389
Frontier orbital gap, eV: 8.02
Structure (SMILES): O=C(COC(=O)c1ccc([N+](=O)[O-])cc1)Nc1cccnc1Cl
E_LUMO, eV: -1.20

Geometry (Å):
O 1.041 -2.732 -3.392
C 1.080 -1.855 -2.566
N 0.691 -1.963 -1.270
C 0.055 -3.021 -0.639
C -0.181 -4.264 -1.220
C -0.832 -5.240 -0.481
C -1.227 -4.949 0.815
N -1.010 -3.769 1.376
C -0.398 -2.850 0.677
Cl -0.160 -1.322 1.470
H -1.736 -5.670 1.438
H -1.028 -6.209 -0.910
H 0.141 -4.443 -2.233
H 0.814 -1.153 -0.668
C 1.614 -0.456 -2.909
H 2.689 -0.521 -3.093
H 1.108 -0.123 -3.821
O 1.433 0.487 -1.866
C 0.234 1.105 -1.811
O -0.632 0.942 -2.628
C 0.111 1.978 -0.614
C 1.163 2.145 0.286
C 0.993 2.947 1.397
C -0.231 3.573 1.601
C -1.287 3.413 0.713
C -1.111 2.613 -0.397
H -1.908 2.461 -1.109
H -2.223 3.915 0.907
N -0.407 4.414 2.768
O -1.489 4.933 2.923
O 0.540 4.544 3.510
H 1.788 3.097 2.111
H 2.105 1.651 0.110

Record 5
A structure of composition C14H10F5MgN2OS in a non-equilibrium geometry. Source: the OMol25 dataset; level of theory: the ωB97M-V functional and the def2-TZVPD basis.

Results
HOMO level, hartree: -0.4102
Charge: +1
Frontier orbital gap, eV: 7.85
E_LUMO, eV: -3.32

Geometry (Å):
Mg -0.662 0.129 -0.170
C -1.729 -3.899 -1.363
C -0.993 -2.607 -1.402
O -1.189 -1.668 -0.622
N -0.132 -2.493 -2.407
C 0.503 -1.245 -2.777
C 1.680 -0.771 -1.904
C 2.997 -0.818 -2.345
C 4.011 -0.313 -1.530
C 3.699 0.189 -0.284
C 2.352 0.210 0.067
N 1.376 -0.266 -0.703
H -1.741 -4.293 -0.355
H -1.406 -4.701 -2.090
H -2.733 -3.670 -1.695
H -0.106 -3.208 -3.098
H -0.249 -0.457 -2.745
H 0.935 -1.403 -3.742
H 3.243 -1.234 -3.334
H 5.039 -0.326 -1.881
H 4.453 0.545 0.438
H 2.058 0.687 1.010
F -1.992 3.015 5.437
C -1.883 2.802 4.154
C -1.282 1.684 3.659
F -0.778 0.818 4.532
C -1.221 1.564 2.294
F -0.612 0.355 1.839
C -1.683 2.451 1.360
S -1.610 2.236 -0.443
C -2.265 3.578 1.918
F -2.742 4.484 1.082
C -2.360 3.779 3.296
F -2.979 4.844 3.802

Record 6
A structure of composition C14H10F5N2OSV in a non-equilibrium geometry. Source: the OMol25 dataset; level of theory: the ωB97M-V functional and the def2-TZVPD basis.

Results
HOMO level (spin up / spin down), hartree: -0.4170 / -0.4411
Charge: +1
Spin multiplicity: 4
Frontier orbital gap (spin up / spin down), eV: 7.40 / 8.01
E_LUMO (spin up / spin down), eV: -3.95 / -3.99

Geometry (Å):
V 0.222 -0.694 -0.028
F -6.427 -1.486 -0.222
C -5.212 -1.203 -0.653
C -4.157 -1.156 0.245
F -4.357 -1.366 1.535
C -2.916 -0.864 -0.262
F -1.876 -0.671 0.619
C -2.640 -0.630 -1.593
S 0.028 -2.508 -1.348
C -3.727 -0.617 -2.459
F -3.587 -0.296 -3.736
C -4.997 -0.923 -1.992
F -6.018 -0.938 -2.831
C -1.286 -2.167 -3.695
C -0.525 -1.381 -2.647
O -1.360 -0.300 -1.975
N 0.426 -0.548 -3.353
C 1.104 0.563 -2.731
C 2.318 0.297 -1.873
C 3.603 0.438 -2.363
C 4.688 0.195 -1.538
C 4.469 -0.184 -0.224
C 3.167 -0.308 0.210
N 2.115 -0.062 -0.587
H -2.087 -2.748 -3.245
H -0.593 -2.884 -4.137
H -1.663 -1.502 -4.466
H 0.962 -1.083 -4.018
H 0.369 1.130 -2.154
H 1.413 1.259 -3.513
H 3.748 0.746 -3.390
H 5.697 0.305 -1.914
H 5.284 -0.379 0.458
H 2.953 -0.596 1.233

Record 7
A structure of composition C14H10F6N2O2PTi in a non-equilibrium geometry. Source: the OMol25 dataset; level of theory: the ωB97M-V functional and the def2-TZVPD basis.

Results
HOMO level (spin up / spin down), hartree: -0.5767 / -0.5913
Charge: +2
Spin multiplicity: 2
Frontier orbital gap (spin up / spin down), eV: 7.47 / 5.71
E_LUMO (spin up / spin down), eV: -8.22 / -10.38

Geometry (Å):
Ti -0.249 -0.470 1.205
O 1.419 -0.450 1.775
C 2.532 -1.104 1.311
C 3.525 -1.461 2.184
C 4.650 -2.099 1.665
C 4.804 -2.361 0.298
C 3.825 -1.969 -0.571
C 2.650 -1.331 -0.086
C 1.740 -0.810 -1.014
N 0.602 -0.243 -0.623
N -0.097 0.479 -1.500
C -1.014 1.180 -0.808
O -1.065 1.031 0.524
C -1.870 2.078 -1.472
C -1.879 2.123 -2.904
C -2.726 2.987 -3.538
C -3.551 3.823 -2.774
C -3.554 3.790 -1.363
C -2.726 2.925 -0.712
H 3.423 -1.253 3.239
H 5.436 -2.395 2.349
H 5.695 -2.854 -0.063
H 3.921 -2.140 -1.636
H 1.963 -0.799 -2.076
H -1.221 1.472 -3.460
H -2.759 3.033 -4.618
H -4.204 4.524 -3.279
H -4.210 4.449 -0.811
H -2.703 2.878 0.368
F -1.029 -1.954 0.581
P -1.924 -2.287 2.917
F -3.142 -1.761 2.165
F -2.301 -2.224 4.378
F -1.396 -0.566 2.872
F -2.184 -3.745 2.539
F -0.382 -2.497 2.938

Listing molar mass for the structures above in their given order: 2286.3, 524.9, 602.4, 335.7, 373.6, 400.2, 431.1 u.